Run w
A cluster of 2 separate species, C5H14 in total, computed with ωB97M-V with the def2-TZVPD basis set.

Each line ends with the Mulliken spin population.
Geometry (Å):
1 C -0.9158 0.1789 -0.7504  0.069
2 C -1.8970 1.2535 -0.3141  0.147
3 C -0.8061 -0.1326 -2.1848  0.127
4 H 0.1207 0.5892 -0.4234  0.289
5 H -1.1284 -0.7467 -0.1875  0.052
6 H -2.7232 0.5842 0.0392  0.092
7 H -2.3293 1.9134 -1.0635  -0.003
8 H -1.8213 -0.1062 -2.6192  0.123
9 H -0.4551 0.7293 -2.8005  0.069
10 H -1.5327 1.8661 0.5059  0.013
11 H -0.2283 -0.9998 -2.4627  -0.003
12 C 2.2770 -0.9346 1.0902  0.004
13 C 1.1780 -0.3383 1.9995  0.002
14 H 1.8331 -1.7942 0.5868  0.001
15 H 2.4926 -0.2410 0.2646  0.004
16 H 3.2115 -1.1502 1.5873  -0.001
17 H 1.2049 -0.9578 2.8960  0.001
18 H 1.3156 0.6979 2.3085  0.000
19 H 0.2036 -0.4112 1.5281  0.013

Properties
- HOMO (alpha / beta): -0.560 / -0.559 Eh
- HOMO-LUMO gap (alpha / beta): 12.0 / 4.4 eV
- ⟨S²⟩: 0.753
- 2S+1: 2
- Net charge: +1

=====

Run x
A cluster of 2 separate species, C5H14 in total, computed with ωB97M-V with the def2-TZVPD basis set.

Each line ends with the Mulliken spin population.
Geometry (Å):
1 C -0.1705 0.5525 1.4222  0.218
2 C 0.7667 1.7237 1.8870  0.111
3 C -1.6384 0.8135 1.7471  0.035
4 H -0.0943 0.2695 0.3201  0.130
5 H 0.3909 -0.4343 1.8313  0.277
6 H 1.1677 1.5556 2.8975  0.035
7 H -1.9864 1.3332 0.8729  0.077
8 H -2.2038 -0.0723 1.7786  0.032
9 H -1.9310 1.3787 2.6237  0.008
10 H 1.4784 2.0207 1.1107  0.021
11 H 0.0390 2.5996 1.9453  0.042
12 C 1.2445 -1.3871 -2.2376  0.001
13 C -0.2387 -1.5304 -2.4086  0.007
14 H 1.7677 -1.8368 -3.0656  0.002
15 H 1.6605 -0.4277 -2.1365  0.000
16 H 1.6630 -1.8598 -1.3602  0.001
17 H -0.6246 -1.2696 -3.3271  0.001
18 H -0.8592 -0.8673 -1.6869  0.004
19 H -0.4314 -2.5617 -2.2138  -0.001

Properties
- HOMO (alpha / beta): -0.549 / -0.547 Eh
- HOMO-LUMO gap (alpha / beta): 11.6 / 3.9 eV
- ⟨S²⟩: 0.753
- 2S+1: 2
- Net charge: +1

=====

Relative stability in kJ/mol, measured from the most stable structure: run w 0.0; run x 46.6

=====

Run w
The molecule C21H24N2O4, computed with ωB97M-V with the def2-TZVPD basis set.

Each line ends with the natural charge from an NBO analysis.
Geometry (Å):
1 C -3.6914 1.5641 -2.7757  -0.612
2 C -2.5522 1.5578 -1.7566  -0.232
3 N -1.2661 1.5538 -2.4080  -0.361
4 C -0.5339 0.4530 -2.7817  0.164
5 C -0.9107 -0.9435 -2.4038  -0.268
6 N -0.3425 -1.3154 -1.1168  -0.601
7 C -1.0591 -1.3310 0.0290  0.678
8 O -2.2536 -1.1121 0.0690  -0.628
9 C -0.2254 -1.6579 1.2305  -0.112
10 C 0.3435 -0.6317 1.9625  -0.295
11 C 1.1142 -0.9014 3.0912  0.240
12 O 1.6787 0.0910 3.8538  -0.508
13 C 1.4419 1.4317 3.5032  -0.251
14 C 1.3288 -2.2325 3.4752  0.268
15 O 2.0504 -2.6862 4.5380  -0.496
16 C 2.8872 -1.8284 5.2778  -0.238
17 C 0.7341 -3.2678 2.7219  0.276
18 O 0.9923 -4.5231 3.1790  -0.478
19 C 0.3939 -5.6101 2.5185  -0.251
20 C -0.0374 -2.9789 1.6077  -0.301
21 C 0.5898 0.8486 -3.4546  -0.297
22 C 0.5581 2.2646 -3.5342  -0.115
23 C 1.4037 3.2231 -4.0930  -0.178
24 C 1.0548 4.5494 -3.9877  -0.242
25 C -0.1193 4.9399 -3.3368  -0.216
26 C -0.9724 4.0153 -2.7752  -0.269
27 C -0.6284 2.6710 -2.8736  0.207
28 H -3.6211 2.4389 -3.4188  0.210
29 H -4.6481 1.5806 -2.2613  0.215
30 H -3.6482 0.6752 -3.4010  0.206
31 H -2.6368 0.6866 -1.1031  0.248
32 H -2.6112 2.4531 -1.1316  0.202
33 H -1.9922 -1.0603 -2.3128  0.240
34 H -0.5356 -1.6363 -3.1623  0.219
35 H 0.6592 -1.4141 -1.0650  0.406
36 H 0.1684 0.3848 1.6508  0.225
37 H 1.8494 1.6722 2.5158  0.178
38 H 0.3749 1.6738 3.5274  0.180
39 H 1.9612 2.0215 4.2574  0.201
40 H 3.4201 -2.4837 5.9671  0.188
41 H 3.6070 -1.3126 4.6382  0.178
42 H 2.3167 -1.0906 5.8456  0.183
43 H 0.7365 -5.6925 1.4812  0.173
44 H 0.7072 -6.4949 3.0702  0.202
45 H -0.6986 -5.5415 2.5351  0.178
46 H -0.4998 -3.7618 1.0299  0.225
47 H 1.3466 0.2038 -3.8570  0.218
48 H 2.3103 2.9225 -4.5972  0.209
49 H 1.6936 5.3090 -4.4143  0.210
50 H -0.3612 5.9909 -3.2760  0.210
51 H -1.8772 4.3323 -2.2781  0.212

Properties
- HOMO: -0.288 Eh
- HOMO-LUMO gap: 8.5 eV
- SMILES string: CCn1c(CNC(=O)c2cc(OC)c(OC)c(OC)c2)cc2ccccc21

=====

Run x
The molecule C21H24N2O4, computed with ωB97M-V with the def2-TZVPD basis set.

Each line ends with the natural charge from an NBO analysis.
Geometry (Å):
1 C -0.4897 0.2827 -3.9959  -0.718
2 C 0.6657 0.0158 -3.0655  0.583
3 O 0.8408 -1.0743 -2.5661  -0.546
4 C 1.5777 1.1529 -2.7746  -0.148
5 C 1.5723 2.3437 -3.4940  -0.198
6 C 2.4628 3.3491 -3.1571  -0.197
7 C 3.3384 3.1911 -2.1016  -0.254
8 C 3.3453 2.0049 -1.3660  0.372
9 O 4.2380 1.9542 -0.3325  -0.495
10 C 4.2049 0.8462 0.5324  -0.116
11 C 2.8912 0.7120 1.2336  0.287
12 C 1.8967 1.6123 1.4908  -0.320
13 C 0.9013 0.8328 2.1315  0.044
14 C -0.4528 1.2814 2.5568  0.645
15 O -0.8234 2.4323 2.4377  -0.607
16 N -1.1924 0.2774 3.0672  -0.601
17 C -2.6186 0.3802 3.2636  -0.209
18 C -3.3885 0.0203 1.9768  -0.442
19 C -2.8147 -1.2258 1.3502  0.009
20 C -3.0792 -2.4346 1.8276  -0.196
21 C -2.4817 -3.7034 1.3018  -0.434
22 C -1.7727 -3.4937 -0.0337  -0.390
23 C -0.9465 -2.2140 0.0098  -0.413
24 C -1.8786 -1.0205 0.1903  -0.433
25 N 1.2963 -0.4141 2.2369  -0.123
26 O 2.5244 -0.4980 1.6869  -0.259
27 C 2.4744 0.9863 -1.7180  -0.274
28 H -1.1375 -0.5899 -4.0232  0.239
29 H -0.1163 0.4762 -4.9995  0.234
30 H -1.0539 1.1495 -3.6606  0.233
31 H 0.8930 2.4903 -4.3178  0.216
32 H 2.4688 4.2711 -3.7186  0.219
33 H 4.0273 3.9723 -1.8226  0.227
34 H 5.0033 1.0335 1.2592  0.225
35 H 4.4307 -0.0907 0.0043  0.203
36 H 1.8542 2.6553 1.2631  0.258
37 H -0.7996 -0.6511 3.0065  0.418
38 H -2.8976 -0.3005 4.0706  0.199
39 H -2.8412 1.4077 3.5585  0.226
40 H -3.3095 0.8519 1.2755  0.214
41 H -4.4401 -0.1193 2.2321  0.217
42 H -3.7517 -2.5481 2.6689  0.193
43 H -1.7684 -4.0803 2.0440  0.205
44 H -3.2633 -4.4617 1.2009  0.210
45 H -2.5148 -3.4107 -0.8306  0.192
46 H -1.1366 -4.3521 -0.2560  0.208
47 H -0.2465 -2.2583 0.8476  0.201
48 H -0.3673 -2.0994 -0.9072  0.237
49 H -2.4730 -0.8784 -0.7193  0.209
50 H -1.2987 -0.1051 0.3348  0.206
51 H 2.4473 0.0405 -1.1993  0.242

Properties
- HOMO: -0.325 Eh
- HOMO-LUMO gap: 9.0 eV
- SMILES string: CC(=O)c1cccc(OCc2cc(C(=O)NCCC3=CCCCC3)no2)c1

=====

Relative stability in kJ/mol, measured from the most stable structure: run w 0.0; run x 35.5